Entry 1:
{"formula": "C18H45IN3O6", "method": "wB97M-V/def2-TZVPD", "e_homo_ev": -3.85, "multiplicity": 1, "relative_energy_kj_mol": 395.6, "charge": -1, "elements": ["I", "C", "O", "C", "C", "N", "C", "C", "O", "C", "H", "H", "H", "H", "H", "H", "H", "H", "H", "H", "H", "H", "H", "H", "H", "C", "O", "C", "C", "N", "C", "C", "O", "C", "H", "H", "H", "H", "H", "H", "H", "H", "H", "H", "H", "H", "H", "H", "H", "C", "O", "C", "C", "N", "C", "C", "O", "C", "H", "H", "H", "H", "H", "H", "H", "H", "H", "H", "H", "H", "H", "H", "H"], "positions_angstrom": [[0.23839, 2.62658, 2.43349], [2.18926, 1.43178, -3.38192], [1.37593, 1.84239, -2.23538], [1.38047, 3.30711, -2.01913], [-0.08388, 3.81598, -2.20818], [-0.99255, 3.31560, -1.17700], [-2.38940, 3.90713, -1.32346], [-3.31892, 3.54571, -0.13684], [-3.28608, 2.12449, 0.14179], [-3.67283, 1.94103, 1.47508], [1.90433, 0.47714, -3.82414], [3.24135, 1.67314, -3.23038], [1.82290, 2.07234, -4.18415], [2.08710, 3.79217, -2.69254], [1.88602, 3.65659, -1.11892], [-0.40286, 3.29755, -3.11238], [-0.04522, 4.85852, -2.52397], [-0.59971, 3.51898, -0.26902], [-2.83774, 3.70244, -2.29568], [-2.41360, 4.99545, -1.37891], [-4.33216, 3.89252, -0.33976], [-2.94506, 4.17701, 0.66926], [-3.73374, 0.85402, 1.52806], [-4.58756, 2.45963, 1.76218], [-3.06924, 2.39952, 2.25838], [6.21847, -1.52615, 2.46894], [4.98882, -1.18938, 2.01743], [4.01056, -1.09740, 3.03698], [2.45466, -1.15992, 2.50470], [2.04867, -0.11751, 1.56282], [2.97434, 0.24556, 0.55359], [3.19240, -0.87303, -0.56184], [1.93066, -1.21640, -1.10972], [2.14136, -1.96744, -2.25403], [6.97030, -1.52989, 1.67975], [6.36705, -2.45543, 3.01891], [6.50745, -0.82425, 3.25120], [4.16893, -0.10455, 3.45803], [4.14166, -1.87429, 3.79020], [1.81618, -1.14447, 3.38799], [2.45280, -2.12434, 1.99677], [1.64493, 0.69169, 2.01260], [3.83606, 0.74131, 1.00055], [2.63757, 1.07043, -0.07432], [3.82030, -1.70673, -0.24755], [3.81950, -0.41022, -1.32385], [3.02155, -2.57663, -2.04848], [2.50868, -1.50375, -3.16955], [1.45917, -2.74877, -2.58906], [-4.71290, -0.25210, -1.65068], [-3.59828, -1.10381, -1.36661], [-3.79353, -2.41245, -1.39859], [-2.48906, -3.09219, -1.56748], [-1.45608, -2.87751, -0.56082], [-1.97390, -3.34490, 0.75043], [-1.10082, -2.64876, 1.87123], [-1.68205, -1.32123, 1.89172], [-1.55041, -0.61403, 3.14354], [-5.57693, -0.59504, -1.08151], [-5.06889, -0.29857, -2.67986], [-4.57249, 0.75081, -1.24752], [-4.38443, -2.68809, -2.27207], [-4.34029, -2.77194, -0.52686], [-2.07535, -2.65387, -2.47567], [-2.60623, -4.16153, -1.74320], [-0.69629, -3.45351, -0.89405], [-1.82997, -4.42472, 0.71328], [-3.02664, -3.22960, 1.00842], [-0.06852, -2.68231, 1.52288], [-1.23169, -3.28847, 2.74401], [-0.72577, 0.04893, 3.40538], [-1.65638, -1.30769, 3.97762], [-2.33002, 0.13908, 3.25814]], "atomic_forces_ev_per_a": [[-0.122, 0.699, 0.183], [-1.852, 2.156, 0.182], [1.191, 0.545, -0.100], [-0.510, -0.855, -0.697], [0.940, -1.800, -0.506], [-1.347, 1.717, -0.873], [0.776, -0.598, 0.535], [1.422, -0.599, -1.189], [-0.069, 2.695, 0.071], [-0.346, -0.627, 0.425], [0.387, -0.457, 1.163], [0.151, -0.653, 0.046], [0.373, 0.523, -0.451], [-0.397, -0.054, -1.071], [-0.648, -0.884, 1.006], [-0.031, -0.004, -0.411], [-0.298, 0.720, 0.741], [-0.213, -0.066, 0.562], [0.212, -1.014, -0.122], [0.434, 0.594, 0.409], [-0.320, -0.138, -0.149], [0.079, -0.525, 0.669], [-0.176, 0.109, 0.779], [-1.098, -0.326, -0.693], [1.324, -0.409, -0.379], [1.848, 0.314, 1.307], [-1.619, -1.135, -1.259], [-1.792, 1.129, -0.334], [2.666, 0.699, -0.849], [-0.373, -1.320, 0.996], [0.097, -0.138, -1.776], [0.470, 1.947, 1.303], [-0.197, -0.003, -0.084], [1.986, -1.758, -0.475], [-0.235, 0.244, -0.208], [-0.753, -0.852, -0.205], [0.523, 0.645, 0.044], [-0.143, 0.095, 0.646], [0.116, -0.164, 0.116], [-0.024, -0.097, -0.124], [-0.502, -0.316, 0.034], [-0.159, 0.083, 0.076], [1.068, -0.830, -0.319], [-1.086, 0.044, 0.269], [-0.556, -0.634, 0.377], [0.015, 0.355, -0.389], [0.408, -0.609, 0.099], [-0.448, 1.133, -0.041], [-1.137, 0.576, 0.675], [-0.454, -1.014, 1.156], [0.231, 4.446, -0.161], [-1.102, -2.100, -0.132], [1.625, -0.007, -0.863], [-2.316, 0.565, 0.376], [2.748, -0.226, 0.373], [-2.099, -0.128, -2.100], [1.141, -0.262, 1.651], [-0.636, -0.115, 0.539], [-0.308, -0.387, 0.301], [0.545, 0.167, -0.403], [0.750, -0.059, -0.525], [-0.387, -0.343, -0.359], [-0.293, -0.145, 0.361], [0.033, -0.159, -0.363], [-0.556, -0.410, -0.119], [0.348, 0.004, 0.643], [0.111, -0.542, 0.726], [0.103, 0.723, -0.634], [0.178, 0.435, 0.243], [-0.002, 0.633, 0.758], [1.036, -0.553, -1.083], [-0.124, -0.306, 0.126], [-0.606, -0.372, -0.516]], "lowdin_charge": [-0.201, -0.094, -0.208, -0.180, -0.230, -0.021, -0.185, -0.212, -0.189, -0.160, 0.069, 0.085, 0.067, 0.095, 0.106, 0.105, 0.099, -0.010, 0.100, 0.093, 0.110, 0.110, 0.088, 0.073, 0.042, -0.178, -0.212, -0.175, -0.151, -0.089, -0.206, -0.199, -0.140, -0.165, 0.089, 0.077, 0.081, 0.116, 0.105, 0.106, 0.093, -0.142, 0.107, 0.094, 0.099, 0.106, 0.070, 0.065, 0.080, -0.066, -0.138, -0.337, -0.233, -0.036, -0.187, -0.181, -0.173, -0.142, 0.078, 0.082, 0.074, 0.120, 0.114, 0.121, 0.109, 0.098, 0.098, 0.106, 0.102, 0.104, -0.020, 0.069, 0.053]}


Entry 2:
{"formula": "C18H45IOP", "method": "wB97M-V/def2-TZVPD", "e_homo_ev": -3.42, "multiplicity": 1, "charge": -1, "elements": ["C", "C", "O", "C", "P", "C", "I", "C", "C", "H", "H", "H", "H", "H", "H", "H", "H", "H", "H", "H", "H", "H", "H", "H", "H", "H", "C", "C", "C", "C", "C", "C", "H", "H", "H", "H", "H", "H", "H", "H", "H", "H", "H", "H", "H", "H", "C", "C", "C", "C", "C", "C", "H", "H", "H", "H", "H", "H", "H", "H", "H", "H", "H", "H", "H", "H"], "positions_angstrom": [[9.79598, 2.09071, 0.40773], [9.20762, 2.09757, -0.99243], [8.84576, 3.37643, -1.42451], [7.44421, 3.55880, -1.70604], [6.36334, 3.87040, -0.12334], [4.80854, 2.94749, -0.88341], [4.00170, 3.93280, -2.65924], [4.99293, 1.45217, -1.12299], [4.35340, 0.61192, -0.01710], [9.11178, 2.55877, 1.10410], [10.75271, 2.59844, 0.42668], [9.91907, 1.05179, 0.71100], [9.96420, 1.67045, -1.65970], [8.36141, 1.41426, -0.99110], [7.10261, 2.74470, -2.35217], [7.39429, 4.46930, -2.29341], [5.89714, 5.14153, -0.70154], [5.59107, 4.13345, 1.11003], [6.74137, 2.55235, 0.44171], [7.52496, 4.51195, 0.49246], [4.00995, 3.06331, -0.16180], [6.04298, 1.20513, -1.24000], [4.49130, 1.18184, -2.04527], [4.54710, 1.03629, 0.95941], [3.28582, 0.58182, -0.19709], [4.75656, -0.39327, -0.06967], [-3.22284, -0.76515, -0.33519], [-2.71621, 0.67297, -0.39743], [-1.45829, 0.83921, -1.24802], [-0.23766, 0.06430, -0.75060], [0.19101, 0.38833, 0.67932], [0.59937, 1.84550, 0.87204], [-2.49391, -1.42963, 0.13133], [-4.14272, -0.82402, 0.25041], [-3.43770, -1.14540, -1.33653], [-2.53667, 1.04122, 0.61608], [-3.50319, 1.30646, -0.81641], [-1.21250, 1.90213, -1.31305], [-1.67801, 0.51965, -2.27203], [0.59894, 0.27013, -1.42488], [-0.42848, -1.01073, -0.82948], [1.03873, -0.25198, 0.93715], [-0.60829, 0.13298, 1.38251], [1.41485, 2.10758, 0.19705], [0.94205, 2.01685, 1.89331], [-0.23051, 2.52874, 0.68307], [-9.89806, -4.41621, 0.50654], [-8.87151, -4.31591, 1.63125], [-8.14886, -2.97086, 1.67813], [-7.32918, -2.63641, 0.43109], [-6.25688, -3.66294, 0.07116], [-5.19165, -3.83215, 1.15032], [-9.43045, -4.32856, -0.47511], [-10.41385, -5.37719, 0.53834], [-10.64988, -3.62925, 0.59493], [-8.14705, -5.12940, 1.53879], [-9.37921, -4.46854, 2.58746], [-7.50017, -2.94809, 2.55813], [-8.88727, -2.17706, 1.82992], [-6.85071, -1.66368, 0.58224], [-7.99940, -2.50940, -0.42399], [-5.77218, -3.34387, -0.85514], [-6.71748, -4.63126, -0.14473], [-4.69908, -2.88101, 1.35761], [-4.42777, -4.54114, 0.82834], [-5.61516, -4.20660, 2.08378]], "atomic_forces_ev_per_a": [[-0.258, -0.119, -0.139], [0.141, -0.206, 0.343], [-0.071, 0.055, -0.103], [0.217, -0.090, 0.218], [0.185, 0.468, 0.010], [0.123, -0.337, -0.088], [0.033, -0.038, 0.137], [-0.499, 0.187, -0.151], [0.405, 0.216, -0.468], [-0.127, 0.195, 0.120], [0.218, 0.136, 0.105], [0.231, -0.137, 0.116], [0.036, 0.051, -0.317], [-0.302, -0.018, -0.147], [-0.050, -0.168, -0.033], [-0.029, 0.271, -0.127], [-0.028, 0.019, 0.080], [-0.111, 0.011, -0.007], [0.108, -0.174, -0.066], [0.015, -0.075, -0.009], [-0.307, 0.309, 0.107], [0.273, 0.042, 0.091], [0.092, -0.210, -0.327], [0.075, 0.015, 0.282], [-0.356, -0.096, 0.198], [-0.062, -0.344, 0.191], [-0.035, 0.093, 0.090], [-0.032, -0.050, -0.088], [0.023, 0.046, 0.001], [-0.005, -0.077, -0.002], [0.054, 0.065, -0.021], [-0.034, -0.089, 0.071], [0.003, -0.015, -0.019], [-0.011, -0.028, -0.024], [0.024, -0.029, -0.004], [0.019, 0.012, 0.000], [-0.002, 0.015, 0.026], [0.018, -0.007, 0.000], [-0.019, 0.002, -0.001], [0.015, 0.014, 0.014], [-0.012, 0.008, -0.012], [-0.008, -0.009, 0.014], [-0.011, -0.028, -0.017], [0.010, 0.070, -0.023], [0.028, 0.039, -0.017], [0.005, 0.006, -0.013], [0.057, -0.088, 0.045], [-0.088, 0.050, -0.012], [0.039, 0.004, 0.032], [-0.037, 0.001, -0.046], [0.070, 0.055, 0.039], [-0.041, -0.077, -0.074], [-0.008, 0.019, -0.007], [-0.023, 0.013, -0.017], [0.007, 0.022, -0.024], [0.019, 0.006, 0.009], [0.019, -0.024, 0.007], [0.007, 0.006, -0.010], [-0.014, -0.008, 0.006], [0.017, -0.003, -0.005], [-0.008, 0.005, 0.013], [-0.007, -0.016, -0.012], [-0.024, 0.009, -0.012], [0.007, -0.001, 0.039], [0.027, 0.016, 0.029], [-0.001, 0.009, 0.006]], "lowdin_charge": [-0.097, -0.338, -0.225, -0.392, 0.316, -0.870, 0.607, -0.417, -0.116, 0.051, 0.062, 0.064, 0.104, 0.090, 0.056, 0.055, -0.077, -0.075, -0.024, -0.047, -0.005, 0.062, 0.050, 0.069, 0.043, 0.062, -0.117, -0.269, -0.228, -0.227, -0.272, -0.103, 0.067, 0.052, 0.076, 0.098, 0.103, 0.104, 0.108, 0.111, 0.099, 0.099, 0.095, 0.064, 0.073, 0.066, -0.114, -0.273, -0.230, -0.229, -0.268, -0.107, 0.064, 0.067, 0.073, 0.097, 0.102, 0.101, 0.108, 0.105, 0.101, 0.102, 0.097, 0.058, 0.072, 0.065]}


Entry 3:
{"formula": "C18H45N3NaO10P", "method": "wB97M-V/def2-TZVPD", "e_homo_ev": 1.42, "multiplicity": 1, "relative_energy_kj_mol": 109.3, "charge": -2, "elements": ["Na", "P", "O", "O", "O", "O", "C", "O", "C", "C", "N", "C", "C", "O", "C", "H", "H", "H", "H", "H", "H", "H", "H", "H", "H", "H", "H", "H", "H", "H", "C", "O", "C", "C", "N", "C", "C", "O", "C", "H", "H", "H", "H", "H", "H", "H", "H", "H", "H", "H", "H", "H", "H", "H", "C", "O", "C", "C", "N", "C", "C", "O", "C", "H", "H", "H", "H", "H", "H", "H", "H", "H", "H", "H", "H", "H", "H", "H"], "positions_angstrom": [[-0.92887, 0.90138, -0.89305], [-2.31054, 0.20963, -3.24621], [-2.78442, 1.32273, -2.23171], [-3.25928, -1.02350, -3.18548], [-0.84720, -0.22883, -2.83950], [-2.33146, 0.78149, -4.69012], [-3.52710, -0.78213, 0.16426], [-2.36252, -0.18310, 0.74675], [-2.58016, 0.52141, 1.92062], [-1.27572, 1.10446, 2.42760], [-0.61670, 1.94179, 1.42299], [-1.32310, 3.18593, 1.09337], [-1.72458, 4.02789, 2.29191], [-2.21256, 5.26900, 1.81608], [-2.93129, 5.98011, 2.78096], [-3.22189, -1.21011, -0.79778], [-4.27288, -0.00782, -0.02615], [-3.94150, -1.54697, 0.83956], [-3.04851, -0.12254, 2.68157], [-3.26095, 1.37994, 1.77922], [-0.54056, 0.36005, 2.74659], [-1.50223, 1.69236, 3.33299], [0.33186, 2.21064, 1.63908], [-2.18415, 2.96544, 0.45455], [-0.64493, 3.78258, 0.47851], [-0.85348, 4.19331, 2.94412], [-2.53142, 3.55015, 2.86325], [-2.27212, 6.30787, 3.60093], [-3.74955, 5.37737, 3.19045], [-3.31445, 6.88498, 2.31166], [0.49405, -1.93580, -0.03065], [0.91193, -3.28444, 0.09762], [2.07518, -3.54133, -0.63544], [2.58613, -4.93901, -0.38457], [1.78252, -6.00494, -0.98112], [0.39929, -6.09787, -0.47998], [0.31033, -6.34491, 1.00976], [1.08924, -7.49953, 1.33731], [0.50720, -8.29698, 2.32223], [1.29755, -1.27932, 0.34360], [-0.41152, -1.72350, 0.53443], [0.26242, -1.70545, -1.08237], [2.85386, -2.83704, -0.28204], [1.97278, -3.32112, -1.70533], [2.86731, -5.08129, 0.66897], [3.54746, -4.95750, -0.91810], [2.20046, -6.88786, -0.69954], [-0.07128, -6.90995, -1.04054], [-0.14245, -5.19139, -0.73997], [-0.71870, -6.43707, 1.37421], [0.70411, -5.47632, 1.55105], [0.09785, -7.72557, 3.16891], [1.23431, -8.98103, 2.76161], [-0.33318, -8.87668, 1.91352], [-0.43384, 4.38480, -4.43258], [0.65099, 3.77143, -3.77547], [0.26142, 2.47628, -3.30611], [1.39625, 1.85031, -2.53398], [1.48725, 2.19818, -1.10736], [2.79617, 1.81276, -0.58356], [2.78467, 1.62314, 0.92799], [2.49697, 2.80049, 1.64631], [3.48410, 3.80564, 1.54127], [-0.18964, 5.43098, -4.62710], [-1.34942, 4.32149, -3.83300], [-0.64403, 3.85880, -5.37267], [0.00728, 1.83953, -4.15877], [-0.65462, 2.51946, -2.70010], [2.32138, 2.02232, -3.11211], [1.18527, 0.77518, -2.55848], [1.30189, 3.18335, -0.95971], [3.49314, 2.64583, -0.77684], [3.17543, 0.91731, -1.07002], [3.73720, 1.18329, 1.27419], [2.04715, 0.85221, 1.16303], [4.46784, 3.35012, 1.68718], [3.31780, 4.52155, 2.34673], [3.36473, 4.34597, 0.60057]], "atomic_forces_ev_per_a": [[-0.465, -0.143, -0.566], [-1.558, -0.710, -1.960], [0.752, 0.178, 1.006], [0.315, 0.141, 0.859], [0.649, 0.242, 0.920], [0.639, 0.280, 0.494], [0.072, 0.179, -0.127], [0.281, -0.210, 0.065], [-0.091, 0.205, 0.037], [0.744, 0.505, 0.364], [-0.575, 0.434, -0.212], [0.093, -0.276, -0.339], [-0.259, 0.147, -0.169], [0.015, 0.030, -0.212], [0.390, 0.199, 0.095], [-0.179, 0.157, -0.184], [0.014, -0.019, -0.170], [0.120, 0.016, 0.081], [0.121, 0.029, 0.131], [-0.172, -0.214, -0.251], [-0.228, -0.278, -0.200], [-0.120, -0.183, 0.089], [0.110, -0.400, 0.383], [-0.094, 0.071, 0.096], [-0.036, 0.003, -0.018], [-0.066, -0.071, 0.126], [0.151, -0.092, 0.102], [-0.097, -0.145, 0.097], [-0.071, 0.085, 0.030], [-0.166, -0.088, -0.075], [0.102, 0.373, -0.617], [-0.452, -0.216, 0.381], [0.438, 0.560, 0.391], [0.719, 0.025, -0.733], [-0.354, -0.175, 0.633], [-0.010, 0.057, -0.438], [0.068, 0.464, 0.247], [0.106, -0.022, 0.134], [-0.571, -0.159, 0.455], [-0.040, 0.062, -0.110], [0.006, -0.431, 0.169], [0.041, 0.217, 0.040], [0.067, -0.120, -0.039], [-0.368, -0.245, -0.022], [-0.456, 0.027, 0.131], [-0.036, -0.108, 0.051], [0.189, 0.070, -0.242], [-0.021, -0.103, 0.153], [0.018, 0.045, 0.096], [-0.082, -0.298, -0.329], [0.151, -0.070, -0.057], [0.112, 0.202, -0.149], [0.185, -0.019, -0.328], [0.082, -0.066, 0.015], [-0.191, -0.337, -0.149], [0.109, 0.567, 0.465], [0.078, -0.338, 0.030], [-0.238, -0.661, -0.637], [0.117, -0.425, -0.142], [-0.170, 1.412, 0.605], [0.316, -0.987, -0.508], [-0.420, 0.071, 0.444], [-0.506, -0.211, 0.221], [0.116, 0.009, -0.005], [0.029, 0.031, 0.007], [-0.077, 0.106, 0.008], [-0.163, -0.147, 0.137], [-0.096, 0.127, -0.185], [0.128, 0.242, 0.338], [-0.036, 0.008, -0.218], [0.225, 0.057, -0.079], [0.386, -0.400, -0.286], [-0.176, -0.096, -0.073], [0.131, 0.329, -0.109], [-0.324, 0.376, 0.201], [0.194, 0.226, -0.336], [-0.090, -0.073, 0.065], [0.470, -0.029, -0.118]], "lowdin_charge": [0.225, -0.103, -0.503, -0.529, -0.492, -0.525, -0.065, -0.228, -0.249, -0.192, -0.049, -0.172, -0.228, -0.180, -0.137, 0.070, 0.091, 0.076, 0.122, 0.123, 0.119, 0.100, 0.071, 0.132, 0.124, 0.130, 0.109, 0.082, 0.084, 0.083, -0.066, -0.206, -0.246, -0.227, -0.049, -0.192, -0.213, -0.198, -0.148, 0.076, 0.081, 0.091, 0.118, 0.140, 0.113, 0.112, 0.090, 0.116, 0.120, 0.121, 0.115, 0.084, 0.078, 0.087, -0.131, -0.212, -0.226, -0.211, -0.035, -0.208, -0.235, -0.210, -0.107, 0.066, 0.093, 0.090, 0.115, 0.096, 0.118, 0.097, 0.109, 0.106, 0.123, 0.118, 0.102, 0.089, 0.083, 0.085]}